{
  "formula": "C51H75F5NO12S2",
  "method": "the ωB97M-V functional and the def2-TZVPD basis",
  "charge": 1,
  "orbital_gap_ev": 8.2,
  "relative_energy_kj_mol": 558.7,
  "species": ["C", "C", "N", "C", "C", "C", "C", "C", "O", "C", "H", "H", "H", "H", "H", "H", "H", "H", "H", "H", "H", "H", "H", "H", "H", "H", "H", "H", "H", "H", "F", "C", "C", "C", "C", "C", "C", "H", "H", "H", "H", "H", "F", "C", "C", "C", "C", "C", "C", "H", "H", "H", "H", "H", "F", "C", "C", "C", "C", "C", "C", "H", "H", "H", "H", "H", "F", "C", "C", "C", "C", "C", "C", "H", "H", "H", "H", "H", "F", "C", "C", "C", "C", "C", "C", "H", "H", "H", "H", "H", "C", "S", "O", "C", "H", "H", "H", "H", "H", "H", "C", "S", "O", "C", "H", "H", "H", "H", "H", "H", "C", "O", "C", "O", "O", "C", "H", "H", "H", "H", "H", "H", "C", "O", "C", "O", "O", "C", "H", "H", "H", "H", "H", "H", "C", "O", "C", "O", "O", "C", "H", "H", "H", "H", "H", "H"],
  "positions_angstrom": [[-4.678018, -6.649541, 7.713162], [-5.642543, -6.342239, 8.937447], [-6.030925, -7.499470, 9.916691], [-4.680827, -7.832206, 10.664610], [-7.112302, -6.944483, 10.905655], [-7.558958, -7.968760, 12.019378], [-6.453028, -8.816924, 9.201616], [-7.877092, -8.785794, 8.629524], [-8.189961, -7.513599, 8.035081], [-9.558298, -7.212069, 7.840405], [-4.349639, -5.715801, 7.256639], [-5.351009, -7.211614, 7.065660], [-3.825249, -7.305691, 7.887377], [-6.547793, -5.876422, 8.548062], [-5.179302, -5.566711, 9.547415], [-4.937335, -8.674213, 11.307496], [-4.438048, -6.953122, 11.261590], [-4.048575, -8.229136, 9.870381], [-7.971752, -6.711875, 10.276889], [-6.780954, -5.943300, 11.181240], [-6.702279, -8.168432, 12.663063], [-7.951727, -8.919487, 11.658887], [-8.317892, -7.552958, 12.682113], [-6.427486, -9.738207, 9.783580], [-5.683163, -9.009463, 8.454403], [-8.573603, -8.980999, 9.444912], [-7.891333, -9.579468, 7.882547], [-10.056182, -7.886778, 7.144001], [-9.762778, -6.250966, 7.368642], [-10.045057, -7.283661, 8.813051], [-4.440916, -15.120987, 7.225035], [-5.689436, -15.734769, 7.197924], [-6.433538, -15.839688, 5.998386], [-7.709795, -16.476068, 6.015251], [-8.169061, -17.007838, 7.270418], [-7.334742, -16.916102, 8.429300], [-6.175259, -16.254663, 8.407739], [-6.065545, -15.479317, 5.049123], [-8.119923, -16.524019, 5.017302], [-9.207394, -17.303960, 7.246572], [-7.660235, -17.482650, 9.289227], [-5.436510, -16.219855, 9.194785], [0.526543, -1.025846, 10.470372], [0.797276, -0.023144, 9.591922], [1.460590, -0.349057, 8.352168], [1.704035, 0.644722, 7.421355], [1.142926, 1.895657, 7.642874], [0.397779, 2.147259, 8.799349], [0.241967, 1.203373, 9.771924], [1.728631, -1.379488, 8.171131], [2.171479, 0.359828, 6.490371], [1.313276, 2.671073, 6.910671], [-0.049305, 3.084064, 9.097513], [-0.407950, 1.446390, 10.599534], [-9.413548, -1.640649, 14.327726], [-9.101800, -0.960144, 13.200828], [-9.952996, -0.846841, 12.058410], [-9.548507, -0.129563, 10.915768], [-8.308472, 0.615622, 10.972762], [-7.581062, 0.624382, 12.179437], [-7.973714, -0.171725, 13.244206], [-10.842335, -1.456795, 11.999845], [-10.095763, 0.062873, 10.004791], [-8.001807, 1.288085, 10.185271], [-6.711373, 1.262411, 12.233831], [-7.340814, -0.203861, 14.118735], [-11.891783, -13.937345, 14.096243], [-12.977000, -13.500557, 13.396295], [-14.124101, -13.166480, 14.125984], [-15.215665, -12.772679, 13.340951], [-15.142182, -12.904750, 11.915857], [-14.000058, -13.247454, 11.294207], [-12.797595, -13.487732, 12.041520], [-14.190552, -13.172918, 15.203916], [-16.049914, -12.447658, 13.944938], [-15.967021, -12.655637, 11.264720], [-13.890085, -13.084510, 10.232246], [-11.936599, -13.555681, 11.393086], [-15.019457, 1.664078, 4.106348], [-15.257215, 1.282000, 5.390820], [-15.376291, -0.055104, 5.701530], [-15.686707, -0.481716, 6.957936], [-15.714023, 0.510415, 7.952463], [-15.456918, 1.857410, 7.631636], [-15.372183, 2.257471, 6.335344], [-15.172455, -0.776317, 4.923912], [-15.675303, -1.520362, 7.253713], [-15.666457, 0.276455, 9.005748], [-15.493269, 2.560501, 8.450624], [-15.276759, 3.326655, 6.216399], [-14.364323, -13.331992, 0.104108], [-14.568190, -13.318345, 1.958054], [-13.571201, -12.364019, 2.554363], [-16.147147, -12.401404, 2.022167], [-14.328958, -12.297526, -0.237546], [-15.234166, -13.810612, -0.345772], [-13.486001, -13.875126, -0.244693], [-16.058816, -11.957515, 3.013760], [-17.057577, -12.997295, 1.957863], [-16.240446, -11.533296, 1.369641], [2.154376, -14.460563, 11.477685], [1.156264, -12.890543, 11.830937], [-0.167523, -13.356057, 12.383324], [2.221814, -12.402223, 13.271355], [2.669662, -14.839436, 12.360315], [2.790404, -14.272549, 10.612692], [1.396396, -15.223724, 11.301172], [3.166256, -12.920992, 13.107011], [1.764299, -12.719474, 14.208434], [2.397730, -11.327421, 13.315687], [-6.490114, -10.521662, 0.601131], [-5.313391, -10.607537, -0.117475], [-4.158245, -10.709897, 0.447761], [-3.830040, -10.454117, 1.645159], [-3.256717, -11.069340, -0.447831], [-1.857922, -11.134240, -0.042787], [-6.511843, -9.580862, 1.151151], [-6.675330, -11.350809, 1.284004], [-7.303964, -10.596026, -0.120123], [-1.212909, -11.312564, -0.903173], [-1.634402, -11.925036, 0.673294], [-1.701973, -10.149681, 0.398161], [-2.667302, -7.967581, 18.390325], [-2.455356, -6.784706, 19.217730], [-3.050489, -5.559569, 18.978452], [-3.443848, -5.211422, 17.836996], [-3.133866, -4.987031, 20.142904], [-3.774918, -3.773916, 20.345623], [-2.148233, -8.826315, 18.816071], [-2.183449, -7.818256, 17.425080], [-3.702200, -8.298396, 18.302840], [-4.090769, -3.662830, 21.382919], [-4.624949, -3.580546, 19.691280], [-3.061549, -3.007746, 20.041989], [-0.311132, 0.357484, -3.284451], [-0.187551, -0.519848, -2.069662], [-0.682851, -1.779757, -2.038507], [-1.327354, -2.394121, -2.892243], [-0.293992, -2.351317, -0.870789], [-0.812848, -3.600712, -0.434657], [0.440237, 1.131661, -3.439994], [-1.316903, 0.767455, -3.192559], [-0.337777, -0.290449, -4.160556], [-1.074898, -4.326833, -1.204190], [-1.637762, -3.403382, 0.249943], [-0.077233, -4.086638, 0.206331]],
  "atomic_forces_ev_per_a": [[-1.9, -1.0, 1.0], [0.8, 0.3, -0.4], [1.0, -0.3, 0.5], [-2.6, -0.6, -0.5], [-0.7, -1.2, -0.8], [1.3, 1.0, -0.2], [-0.3, 1.1, -0.7], [0.1, 1.2, -0.3], [1.1, -0.1, -0.3], [-0.7, -0.9, 0.1], [-0.2, -0.1, 0.1], [0.4, 0.2, -0.7], [0.1, 0.3, 0.4], [-0.1, -0.5, 0.0], [0.0, -0.3, 0.4], [0.2, 0.2, 0.2], [0.6, -0.2, -0.4], [0.5, 0.7, 0.4], [0.1, -0.3, -0.2], [0.4, -0.4, 0.7], [0.0, -0.2, 0.1], [0.1, 0.2, -0.4], [0.0, 0.3, -0.3], [0.2, 0.5, 0.9], [-0.2, 0.4, -0.3], [-0.2, -0.2, -0.1], [-0.4, -0.2, 0.0], [0.1, -0.6, 0.1], [0.9, 0.3, 0.4], [-0.4, 0.2, 0.0], [-1.5, -0.7, -0.2], [-0.6, 0.3, -0.9], [0.1, -0.4, 1.3], [2.1, 0.3, 2.2], [0.9, 1.5, -1.9], [-3.2, -1.4, -1.2], [3.1, 1.0, -1.2], [0.3, 0.1, 0.1], [-0.9, -0.3, 0.4], [0.1, -0.7, 0.6], [0.0, 0.3, 0.3], [-0.3, -0.1, 0.5], [0.3, 0.3, -0.2], [0.5, -1.6, -2.2], [-0.6, 0.1, 2.1], [-1.0, -0.5, 0.5], [0.0, 0.7, 0.2], [0.7, 0.7, -0.6], [-0.5, -0.4, 0.8], [0.2, 0.0, 0.1], [0.2, 0.3, 0.0], [-0.2, 0.1, 0.0], [0.1, 0.4, -0.9], [0.2, -0.3, 0.3], [-0.3, -0.1, -0.8], [-0.5, 1.5, -1.4], [0.7, -1.0, 0.0], [2.5, 1.5, 1.2], [-1.3, -0.7, 1.6], [-0.7, -0.2, -1.6], [0.7, -0.2, 0.4], [-0.3, 0.1, 0.2], [-0.6, -0.7, 0.2], [-0.1, -0.2, -0.2], [0.1, -0.1, 0.2], [-0.1, 0.0, 0.2], [0.0, 0.3, 0.4], [1.6, -0.9, 1.0], [-0.3, 0.4, -2.1], [0.9, -1.0, -0.1], [-1.8, 0.9, 1.6], [2.8, 0.5, 0.5], [-2.9, 0.6, -1.7], [0.3, -0.1, -0.1], [-0.6, 0.1, -0.7], [-0.4, 0.1, 0.3], [-0.2, -0.5, -0.2], [0.6, -0.5, 1.0], [-0.1, -0.4, 0.4], [-0.1, 0.3, -0.9], [0.1, -0.6, -1.7], [0.6, 1.1, 1.9], [1.1, 0.4, 0.0], [-1.5, -1.7, 1.5], [0.6, 1.2, 0.3], [-0.2, 0.0, -0.2], [-0.3, -0.1, -0.3], [-0.5, -0.3, 0.1], [0.2, 0.2, -0.1], [0.1, 0.0, -0.9], [-0.3, 0.3, 0.4], [0.2, 0.5, -0.7], [-0.5, -0.6, -0.6], [0.1, 0.5, 0.4], [0.1, 0.0, 0.1], [-0.2, 0.0, 0.2], [0.1, 0.1, 0.5], [-0.2, -0.2, 0.2], [0.3, -0.3, 0.0], [0.4, -0.2, -0.4], [-1.1, 0.4, 0.3], [0.2, -1.3, 1.1], [0.9, 0.5, -0.4], [0.1, 0.0, -0.4], [0.3, 0.5, -0.1], [0.0, -0.2, 0.2], [-0.1, 0.2, -0.6], [0.0, 0.3, 0.3], [-0.2, -0.2, -0.2], [-0.2, 0.0, -0.2], [-1.4, 0.3, 0.9], [0.0, -0.6, -1.6], [3.2, 0.9, 4.3], [-1.8, -0.8, -3.2], [0.5, -1.0, -1.0], [-0.6, 0.8, 0.5], [-0.2, 0.0, 0.0], [0.6, -0.1, 0.2], [0.2, 0.4, -0.1], [-0.6, 0.2, -0.3], [-0.5, 0.1, 0.1], [0.7, -0.3, 0.1], [0.6, 0.7, -0.4], [-0.5, -0.1, 0.2], [-0.8, -2.1, -4.1], [1.0, -0.4, 3.8], [0.1, -1.0, 0.6], [-0.2, 2.1, -0.9], [0.2, 0.5, 0.6], [-0.4, 0.2, -0.2], [-0.2, 0.7, -0.1], [0.3, -0.3, -0.1], [-0.2, -0.6, -0.1], [0.0, 0.4, 0.5], [-1.7, -2.0, 0.2], [0.5, 0.2, -0.5], [-0.6, -1.4, -1.3], [1.2, 1.9, 1.4], [0.4, 1.0, -0.4], [-0.2, -0.4, 0.5], [0.2, -0.4, 1.0], [0.2, 0.4, -0.1], [0.2, 0.0, 0.0], [-0.1, 0.5, -0.3], [-0.4, 0.0, -0.4], [0.4, 0.3, -0.2]],
  "mulliken_charge": [-1.136, -0.436, 0.063, -1.072, -0.359, -1.193, -0.725, -0.661, -0.306, -0.792, 0.365, 0.352, 0.259, 0.439, 0.520, 0.449, 0.337, 0.447, 0.230, 0.527, 0.342, 0.276, 0.412, 0.364, 0.570, 0.344, 0.476, 0.296, 0.258, 0.352, -0.300, 0.423, -0.436, -0.292, -0.527, -0.316, -0.401, 0.383, 0.344, 0.359, 0.367, 0.396, -0.294, 0.261, -0.329, -0.440, -0.359, -0.335, -0.296, 0.377, 0.364, 0.352, 0.320, 0.379, -0.285, 0.212, -0.431, -0.380, -0.356, -0.392, -0.197, 0.378, 0.375, 0.357, 0.348, 0.372, -0.312, 0.567, -0.557, -0.222, -0.539, -0.219, -0.521, 0.423, 0.339, 0.346, 0.317, 0.377, -0.293, 0.350, -0.230, -0.496, -0.344, -0.419, -0.337, 0.374, 0.347, 0.327, 0.352, 0.370, -0.880, 0.494, -0.613, -0.914, 0.294, 0.330, 0.314, 0.316, 0.346, 0.313, -0.935, 0.488, -0.623, -0.787, 0.339, 0.303, 0.343, 0.266, 0.291, 0.315, -0.640, -0.281, 0.840, -0.619, -0.319, -0.590, 0.286, 0.304, 0.234, 0.220, 0.271, 0.294, -0.623, -0.296, 0.746, -0.596, -0.257, -0.641, 0.253, 0.276, 0.285, 0.236, 0.322, 0.294, -0.613, -0.309, 0.789, -0.574, -0.305, -0.654, 0.253, 0.274, 0.305, 0.316, 0.275, 0.244]
}